{
  "formula": "C53H37AsCl4N4Os",
  "method": "the ωB97M-V functional and the def2-TZVPD basis",
  "s2": 6.08,
  "e_tot_ev": -174901.8063,
  "orbital_gap_ev": [4.33, 4.68],
  "total_charge": 2,
  "e_lumo_ev": [-6.86, -8.07],
  "multiplicity": 5,
  "elements": ["Os", "Cl", "C", "C", "C", "C", "C", "C", "C", "C", "C", "C", "C", "C", "C", "C", "C", "C", "Cl", "C", "C", "C", "N", "C", "C", "C", "C", "C", "C", "Cl", "C", "C", "C", "C", "C", "C", "N", "C", "C", "C", "C", "C", "N", "C", "C", "C", "C", "Cl", "C", "C", "C", "C", "N", "H", "H", "H", "H", "H", "H", "H", "H", "H", "H", "H", "H", "H", "H", "H", "H", "H", "H", "H", "H", "H", "H", "H", "H", "C", "As", "C", "C", "C", "C", "C", "C", "C", "C", "H", "H", "H", "H", "H", "H", "H", "H", "H", "H", "H", "H", "H"],
  "xyz": [[0.206134, 0.532636, -0.090469], [5.094036, -6.455585, 2.484424], [4.318880, -4.937699, 2.440828], [3.103642, -4.773203, 3.093892], [2.423611, -3.585444, 2.889810], [2.970254, -2.551004, 2.094238], [4.160015, -2.772780, 1.428323], [4.864143, -3.934422, 1.627330], [2.234803, -1.322135, 1.862270], [2.834695, -0.227701, 1.142114], [4.162437, 0.235970, 1.340534], [4.333312, 1.415564, 0.655847], [3.066108, 1.735119, 0.033336], [2.700780, 2.884892, -0.706437], [3.603962, 4.028170, -0.814675], [3.100164, 5.371532, -0.774550], [3.945396, 6.430611, -0.912697], [5.331352, 6.206439, -0.864167], [6.374283, 7.536601, -0.627392], [5.844395, 4.906967, -0.843814], [4.978167, 3.834565, -0.956313], [1.519300, 2.842231, -1.527598], [0.411751, 2.067115, -1.325834], [-0.592658, 2.517860, -2.202767], [-1.981918, 2.184400, -2.154864], [-2.840217, 2.751888, -3.183021], [-4.062599, 3.407373, -2.926222], [-4.869189, 3.811945, -3.987175], [-4.463194, 3.610789, -5.303958], [-5.432558, 4.217921, -6.571013], [-3.230823, 3.034692, -5.603095], [-2.459166, 2.633552, -4.552338], [-2.519803, 1.585686, -0.982257], [-3.898391, 1.489147, -0.667883], [-4.001609, 1.032749, 0.618169], [-2.684397, 0.817068, 1.121795], [-1.769287, 1.088518, 0.105685], [-2.375054, 0.283406, 2.419292], [-1.093981, -0.225904, 2.730750], [-0.678389, -0.799903, 3.985692], [0.605252, -1.266058, 3.858806], [0.995446, -1.006880, 2.524806], [-0.015542, -0.308447, 1.839953], [-3.517516, 0.199699, 3.314241], [-3.678323, -0.883170, 4.180490], [-4.698695, -0.923601, 5.102868], [-5.547219, 0.189361, 5.194498], [-6.767593, 0.152646, 6.406909], [-5.448362, 1.286894, 4.341436], [-4.382548, 1.317120, 3.434940], [-0.018703, 3.530460, -3.031919], [1.248646, 3.732634, -2.631051], [2.182467, 0.705148, 0.356714], [2.686684, -5.561641, 3.683760], [1.433935, -3.491848, 3.309152], [4.541479, -2.088398, 0.641486], [5.863550, -4.084865, 1.195698], [4.943878, -0.333170, 1.763607], [5.219357, 2.069451, 0.747452], [2.058367, 5.560845, -0.582769], [3.537731, 7.429201, -1.039059], [6.930651, 4.777626, -0.825397], [5.353657, 2.834431, -1.170520], [-4.421862, 3.610736, -1.909979], [-5.807692, 4.284040, -3.818305], [-2.858498, 3.013933, -6.651176], [-1.508989, 2.090918, -4.760971], [-4.766655, 1.782033, -1.266534], [-4.890529, 0.725977, 1.168981], [-1.258542, -0.820702, 4.899020], [1.208344, -1.813074, 4.568854], [-3.071579, -1.809044, 4.088215], [-4.876971, -1.776076, 5.773275], [-6.156860, 2.102554, 4.377835], [-4.274566, 2.140805, 2.749496], [-0.522992, 3.967349, -3.904821], [1.916035, 4.430940, -3.092043], [-2.049770, -2.123783, -0.712598], [-0.229115, -1.584947, -1.176627], [0.044224, -0.903669, -3.004428], [0.940155, -3.104728, -0.653907], [0.413471, -4.453380, -0.877207], [-0.412098, -5.050912, 0.085940], [-0.609377, -6.431995, 0.042473], [-0.104747, -7.167523, -1.013912], [0.536157, -6.530157, -2.085814], [0.782143, -5.162271, -2.031790], [-2.356965, -3.099768, -1.149176], [-2.660101, -1.274401, -0.985221], [-2.096883, -2.219127, 0.385004], [-0.053818, -1.698674, -3.784531], [1.024761, -0.458887, -3.049720], [-0.681965, -0.104807, -3.244783], [1.165295, -2.980738, 0.422978], [1.866954, -2.945858, -1.209294], [-0.864475, -4.507501, 0.889600], [-1.233167, -6.885773, 0.751905], [-0.257128, -8.242306, -1.114792], [0.835584, -7.125953, -2.926787], [1.137225, -4.620312, -2.891090]],
  "atomic_forces_ev_per_a": [[-0.530, 1.645, 2.836], [0.265, -0.271, 0.221], [0.237, 0.084, -0.323], [-0.026, 0.860, -0.615], [0.218, -0.326, 0.146], [-1.642, 0.891, 0.253], [1.456, -0.045, -1.281], [0.497, -0.425, 0.275], [-0.012, -0.226, 0.364], [0.592, 1.970, -0.837], [-0.337, -0.122, -1.351], [-0.543, 1.076, 0.639], [0.776, 0.468, 0.664], [0.008, -1.695, -0.576], [-0.361, 0.819, -0.140], [0.175, -1.661, -0.121], [0.638, 0.436, -0.054], [-0.452, -0.461, 0.535], [0.227, 0.216, -0.263], [0.374, 0.552, -0.576], [0.038, -0.071, 0.084], [-0.144, 1.363, -0.367], [-0.623, 0.155, -0.272], [-0.083, -0.080, -0.165], [1.591, 0.590, 1.183], [-0.825, 0.222, -1.218], [-0.168, -0.135, -0.121], [0.782, -0.481, -0.033], [0.226, 0.342, 0.176], [-0.255, -0.008, -0.250], [-0.102, 0.626, -0.829], [1.330, -1.389, 1.020], [-0.209, -0.346, 0.376], [-0.535, 0.187, -0.176], [0.479, -0.792, 0.656], [0.271, -0.168, -1.213], [-0.714, 0.411, -0.245], [0.842, -0.441, -0.961], [-0.312, 0.119, 0.502], [-0.209, 0.452, 0.019], [-0.322, -0.361, -0.720], [-1.254, 0.912, -1.198], [0.946, -1.038, 0.674], [0.350, 0.831, 0.991], [0.052, -1.476, -0.042], [-0.437, 0.522, 0.332], [-0.171, -0.281, 0.133], [-0.112, 0.100, -0.073], [0.968, -0.225, -0.356], [-0.646, -1.025, 0.322], [-1.313, -0.560, -0.963], [0.846, -0.207, 0.830], [-0.061, -1.476, 0.198], [-0.150, -0.317, 0.192], [0.028, 0.086, 0.053], [-0.354, -0.406, 0.912], [-0.695, -0.025, -0.035], [0.506, -0.210, 0.863], [-0.797, -0.669, -0.281], [-0.298, -0.104, -0.233], [0.239, -0.046, 0.370], [-0.444, -0.044, -0.088], [0.022, 0.358, 0.191], [0.401, 0.003, -0.536], [-0.503, 0.347, 0.214], [-0.447, -0.256, 0.963], [-0.768, 0.566, 0.090], [0.718, -0.458, 0.116], [0.233, 0.422, -0.454], [0.049, 0.088, -0.211], [-0.113, 0.341, 0.119], [-0.313, 0.930, -0.113], [0.223, 0.441, -0.452], [0.041, -0.022, 0.194], [0.106, 0.264, 0.244], [0.371, 0.003, 0.817], [0.384, 0.133, 0.139], [0.263, -0.566, 0.026], [-0.037, -0.964, -0.083], [-1.003, -1.125, -0.967], [0.333, 1.109, 0.140], [-0.832, -0.736, -0.352], [0.893, -1.013, -0.569], [0.174, 0.904, -1.145], [0.279, -0.184, -0.863], [-0.224, 0.252, 0.680], [-0.717, -0.489, 0.664], [0.210, 0.861, 0.032], [-0.479, -0.073, -0.270], [0.260, 0.080, -0.360], [0.127, 0.589, 0.642], [0.449, -0.027, 0.114], [0.153, -0.483, 0.391], [-0.275, 0.259, -0.722], [0.025, 0.043, 0.104], [0.117, 0.472, 0.430], [-0.615, -0.646, 1.007], [-0.052, 0.271, 0.350], [0.079, -0.022, -0.333], [0.644, 0.008, -0.082]],
  "lowdin_spin": [1.8143, 0.0418, 0.0960, -0.0099, 0.0777, 0.0273, 0.0670, -0.0133, 0.3076, 0.0903, 0.0260, 0.0706, 0.0255, 0.0803, 0.0093, 0.0128, -0.0023, 0.0169, 0.0079, -0.0011, 0.0147, 0.0730, 0.0414, 0.0000, 0.0882, 0.0096, 0.0148, -0.0013, 0.0180, 0.0084, -0.0023, 0.0158, 0.0148, 0.0526, 0.0196, 0.0477, 0.0576, 0.0792, 0.0150, 0.0241, 0.0190, 0.0399, 0.1089, 0.0104, 0.0131, -0.0013, 0.0189, 0.0087, -0.0027, 0.0180, 0.0639, 0.0117, 0.0882, -0.0024, 0.0032, 0.0017, -0.0022, 0.0003, 0.0036, 0.0000, -0.0003, -0.0001, 0.0004, 0.0003, -0.0004, -0.0002, -0.0002, 0.0030, 0.0003, 0.0018, 0.0007, 0.0002, -0.0003, -0.0004, -0.0001, 0.0036, -0.0003, 0.0243, 0.1289, 0.0331, 0.0342, 0.0053, 0.0041, -0.0001, 0.0043, -0.0002, 0.0043, 0.0035, 0.0000, 0.0001, 0.0047, 0.0026, 0.0009, 0.0051, -0.0001, 0.0004, -0.0001, 0.0002, -0.0001, 0.0001]
}